[1]
Formula: C39H88ClN6O2
Source: the OMol25 dataset
Level of theory: wB97M-V/def2-TZVPD

Element x y z (Å)
Cl 3.52 2.68 3.49
O 2.23 -3.02 2.58
O 4.23 3.13 0.25
N -0.47 5.87 2.86
N -5.54 -1.46 -7.78
N -1.00 -6.57 3.61
N -0.79 2.34 -3.80
N 4.13 1.85 0.10
N 2.76 -1.78 4.46
C 5.34 1.19 0.65
C 1.79 2.36 0.64
C 0.97 6.05 2.87
C -0.66 4.33 -5.40
C -4.90 -2.20 -8.86
C -6.65 -2.13 -7.13
C 0.17 -7.67 5.61
C -1.69 2.20 -1.49
C 2.80 -2.74 5.58
C 1.59 5.87 4.25
C -1.85 1.52 -4.36
C 0.51 -1.66 3.41
C -1.06 8.23 3.64
C -1.22 6.71 3.77
C 1.91 -2.23 3.40
C -3.16 2.21 -4.77
C -0.02 -5.50 1.59
C -0.01 3.10 -4.74
C -4.59 -0.80 -6.90
C -3.64 -1.68 -6.08
C 5.42 1.26 2.18
C 6.57 1.96 0.09
C 2.33 0.25 -0.43
C 1.94 -2.22 6.74
C -1.02 5.73 1.52
C 5.52 -0.25 0.14
C -0.91 -6.73 5.05
C -0.65 -8.90 2.60
C -0.91 6.92 0.56
C 4.08 -1.34 3.98
C -6.40 -3.51 -6.51
C 4.07 1.04 2.91
C 0.18 -5.96 3.02
C 2.86 1.28 0.60
C 4.25 0.19 4.17
C -5.88 -2.62 -9.95
C -1.15 3.08 -2.60
C 2.99 0.53 1.95
C -1.56 -7.69 2.88
H -2.07 5.44 1.60
H -3.99 -0.13 -7.51
H 3.61 0.50 4.97
H -4.37 -3.09 -8.50
H 0.35 2.43 -5.53
H -0.51 -9.52 3.49
H 0.11 7.33 0.53
H -3.93 1.45 -4.92
H -0.23 -2.44 3.59
H -1.92 -7.32 1.92
H 0.85 -4.94 1.26
H 1.42 5.30 2.21
H -3.52 2.89 -4.00
H 6.38 2.20 -0.95
H 1.99 3.12 1.38
H 0.31 -1.12 2.50
H 2.42 -3.72 5.27
H 0.42 -0.95 4.22
H -1.16 6.60 -0.45
H -2.66 1.77 -1.73
H 2.22 -2.74 7.65
H -1.62 8.63 2.79
H 1.59 -0.41 0.01
H -1.39 4.05 -6.15
H 5.77 2.25 2.43
H 0.34 -8.60 2.23
H -7.46 -2.23 -7.87
H 1.81 0.82 -1.19
H 3.13 -0.28 -0.94
H -0.09 -8.72 5.45
H -5.14 -0.15 -6.22
H -3.14 -2.44 -6.68
H 2.68 5.90 4.17
H -6.44 -1.76 -10.33
H -4.16 -2.17 -5.25
H 0.81 1.94 0.85
H -0.16 -6.34 0.90
H 0.44 -5.08 3.62
H -7.36 -3.99 -6.30
H 1.06 -6.63 3.06
H -1.10 -9.53 1.84
H -2.09 0.73 -3.64
H -6.59 -3.37 -9.60
H -2.86 -1.06 -5.63
H -0.74 -5.74 5.48
H 2.04 0.66 2.46
H -0.95 6.43 4.79
H 1.15 -7.48 5.17
H -0.02 8.53 3.54
H 4.24 -1.65 2.95
H 0.90 3.44 -4.22
H -0.89 -4.84 1.51
H 5.28 -0.27 -0.92
H -5.33 -3.06 -10.79
H 6.17 0.58 2.57
H 1.76 2.85 -0.32
H 3.79 -2.88 5.97
H -0.25 3.58 -2.23
H 3.08 -0.53 1.74
H 4.87 -0.96 0.63
H -1.13 4.98 -4.67
H -1.60 7.72 0.82
H 5.27 0.36 4.51
H -1.45 0.98 -5.23
H -1.00 1.39 -1.26
H 1.27 7.03 2.47
H -5.87 -3.44 -5.56
H -1.46 8.72 4.53
H -1.88 3.88 -2.81
H -5.84 -4.17 -7.17
H 6.54 -0.57 0.30
H -2.28 6.45 3.69
H -1.82 2.80 -0.58
H 7.43 1.31 0.20
H -2.45 -8.04 3.40
H 1.30 6.67 4.94
H 6.74 2.86 0.66
H -7.06 -1.46 -6.37
H 4.89 -1.81 4.53
H 1.30 4.91 4.68
H 0.26 -7.53 6.69
H -3.06 2.75 -5.71
H 0.88 -2.36 6.57
H 0.11 4.92 -5.91
H 2.20 -1.18 6.88
H -0.52 4.87 1.05
H -4.15 -1.55 -9.31
H -1.88 -7.05 5.43

Computed properties:
gap between HOMO and LUMO (alpha / beta) = 8.6 / 8.2 eV
spin multiplicity = 2
net charge = 0
energy = -2477.82852 Ha

---

[2]
Formula: C6H10O2
Source: the OMol25 dataset
Level of theory: wB97M-V/def2-TZVPD

Element x y z (Å)
O 0.46 0.36 -2.59
O 1.44 -0.09 1.26
C 1.10 -0.11 -0.31
C 0.34 -0.56 -1.49
C 0.52 1.00 1.50
C -0.73 1.12 0.38
C -0.75 -1.44 0.49
C -0.38 -0.24 -0.27
H 1.03 1.96 1.56
H -0.11 0.11 -3.31
H 0.12 0.72 2.46
H 1.51 1.00 -0.35
H -1.06 -1.37 1.47
H 0.40 -1.56 -1.72
H -0.78 1.96 -0.53
H -0.01 -2.19 0.64
H -1.65 1.27 0.86
H -1.45 -1.94 -0.05

Computed properties:
gap between HOMO and LUMO = 9.6 eV
SMILES = C[C@@]12CCO[C@H]1[C@@H]2O
ΔE to the lowest compared entry with this formula, charge and spin = 6.543 eV
net charge = 0
energy = -384.86194 Ha

---

[3]
Formula: C36H55O34P
Source: the OMol25 dataset
Level of theory: wB97M-V/def2-TZVPD

Element x y z (Å)
P -7.59 -6.13 1.24
O 1.42 2.94 -4.79
O 1.01 -3.86 -1.86
O 2.87 8.96 -0.69
O 5.92 -4.68 -1.37
O 2.39 -3.58 4.57
O -4.79 0.64 -5.10
O 3.63 3.18 -5.25
O 2.48 1.89 -6.52
O -3.02 -0.46 -4.35
O 1.72 2.21 1.75
O 8.06 5.46 -2.93
O 6.67 4.27 -1.56
O 6.38 -2.50 -1.43
O -0.52 2.40 1.49
O 4.93 2.06 9.78
O -4.37 0.62 -2.89
O 2.08 7.94 1.05
O -3.21 6.62 -4.55
O 0.39 -3.49 -3.93
O 3.02 -1.42 4.65
O -7.16 -5.89 2.82
O 0.45 3.34 3.32
O -6.30 -5.52 0.44
O 3.13 2.87 10.82
O 6.72 -3.68 -3.35
O 2.51 10.26 1.07
O 3.29 3.08 8.58
O -7.46 -7.77 1.09
O 3.04 -2.61 6.45
O 1.58 -1.83 -2.91
O 8.55 3.26 -2.21
O -1.78 5.84 -3.07
O -8.90 -5.57 0.90
O -1.01 7.39 -4.54
C 0.55 2.76 2.27
C 6.49 2.94 -1.10
C 3.89 2.68 9.74
C -0.29 -4.65 -3.50
C -4.93 -3.69 0.77
C -3.81 5.55 -3.89
C 2.55 9.15 0.57
C -8.08 -5.64 3.89
C 7.80 4.42 -2.28
C -0.05 1.49 0.52
C 4.47 2.98 -6.37
C -4.06 0.29 -4.03
C 5.72 -4.32 -0.12
C 3.83 1.81 -7.04
C 6.30 -3.63 -2.15
C 6.27 -2.88 -0.13
C -1.92 6.71 -4.13
C -4.26 0.04 -6.24
C 1.02 -2.94 -2.88
C 2.11 3.70 8.86
C 0.25 -4.99 -2.16
C 7.93 2.36 -1.32
C -2.97 -0.55 -5.80
C -9.56 -9.02 0.46
C 2.73 7.67 -1.08
C 2.78 -2.59 5.17
C 2.52 6.88 0.17
C -8.10 -4.11 3.92
C 2.44 2.65 -5.44
C 1.92 3.48 10.36
C -8.18 -8.45 0.02
C 3.52 -0.56 5.69
C -6.19 -4.17 0.12
C 3.16 -1.30 6.95
C 1.41 1.69 0.49
C -3.05 5.37 -2.64
H 5.71 2.39 -1.64
H -4.88 5.72 -3.74
H 7.82 1.30 -1.54
H -3.83 4.64 -4.49
H 1.30 3.32 8.23
H 4.64 -4.24 -0.05
H 1.75 6.13 0.02
H -1.32 -4.33 -3.37
H 5.53 2.83 -6.19
H 5.49 -2.27 0.33
H -7.10 -3.73 4.14
H -9.67 -9.55 1.41
H 2.24 -0.99 7.44
H -0.59 1.88 -0.34
H -7.59 -9.32 -0.26
H -4.05 -4.19 0.37
H -7.07 -3.64 0.51
H -0.23 -5.48 -4.19
H 6.27 -4.92 0.62
H -8.69 -3.69 4.74
H 7.20 -2.72 0.41
H 1.96 7.71 -1.85
H -4.09 0.92 -6.85
H 3.99 -1.33 7.65
H -3.54 5.95 -1.86
H 3.63 7.25 -1.53
H 1.09 2.78 10.52
H -0.56 -5.17 -1.45
H -0.24 0.42 0.61
H -2.16 0.11 -6.14
H -10.37 -8.30 0.41
H 6.33 2.80 -0.03
H 3.42 6.43 0.59
H 1.98 0.77 0.37
H 1.00 -5.78 -2.24
H 4.60 -0.41 5.72
H 8.60 2.33 -0.45
H 4.36 0.86 -6.93
H -4.82 -2.65 0.48
H 1.83 4.38 10.97
H -2.76 -1.55 -6.18
H 4.44 3.91 -6.94
H -4.95 -3.72 1.86
H 1.70 2.34 -0.34
H -7.82 -6.08 4.85
H 3.90 2.04 -8.10
H -6.04 -4.01 -0.95
H -3.06 4.35 -2.27
H -9.04 -6.09 3.64
H -9.80 -9.77 -0.29
H -8.44 -7.80 -0.81
H -4.95 -0.74 -6.57
H 2.16 4.77 8.66
H 2.88 0.31 5.55
H -8.56 -3.56 3.09

Computed properties:
gap between HOMO and LUMO = 10.5 eV
SMILES = CCOP(=O)(OCC)OCC.O=C1OCCO1.O=C1OCCO1.O=C1OCCO1.O=C1OCCO1.O=C1OCCO1.O=C1OCCO1.O=C1OCCO1.O=C1OCCO1.O=C1OCCO1.O=C1OCCO1
net charge = 0
energy = -4304.27327 Ha

---

[4]
Formula: C11H10FNO
Source: the OMol25 dataset
Level of theory: wB97M-V/def2-TZVPD

Element x y z (Å)
F 0.99 2.71 -0.17
O 0.17 0.90 1.07
N 1.18 0.68 -1.20
C 2.46 1.15 0.85
C 1.20 1.33 0.04
C 3.05 -0.04 0.86
C -2.75 0.87 -1.15
C -3.13 -0.52 0.81
C -1.88 -0.26 1.25
C -3.59 0.06 -0.39
C 1.71 -0.47 -1.21
C 2.45 -1.11 -0.03
C -1.09 0.66 0.51
C -1.46 1.22 -0.70
H -0.60 1.78 -1.13
H -1.50 -0.63 2.25
H 3.82 -0.28 1.44
H 3.23 -1.90 -0.36
H 1.65 -1.00 -2.07
H 2.58 2.00 1.55
H -3.83 -1.20 1.36
H -4.56 -0.07 -0.89
H 1.59 -1.71 0.44
H -3.14 1.50 -1.98

Computed properties:
gap between HOMO and LUMO = 9.1 eV
SMILES = F[C@]1(Oc2ccccc2)C=CCC=N1
ΔE to the lowest compared entry with this formula, charge and spin = 0.000 eV
net charge = 0
energy = -654.94055 Ha

---

Question: What is the energy in the second record?
Answer: -384.86194 Ha

---

Question: What is the formula in the second record?
Answer: C6H10O2

---

Question: Look up the energy of the second one.
Answer: -384.86194 Ha

---

Question: Number 4 is which compound?
Answer: C11H10FNO